Density functional theory data (wB97M-V/def2-TZVPD) for C25H45N3O4PSSbTi as an isolated structure.

The geometry in ORCA input format:
```
! RIJCOSX wB97M-V def2-TZVPD def2/J DEFGRID3
* xyz 2 1
Ti 0.077 -0.691 0.246
C 1.410 3.235 3.778
O 1.232 2.488 2.553
C 1.252 1.175 2.547
O 1.213 0.609 1.440
N 1.313 0.527 3.718
N 1.482 -0.861 3.749
H 1.459 4.273 3.472
H 2.345 2.953 4.262
H 0.555 3.093 4.438
H 1.235 1.039 4.582
H 0.619 -1.309 4.033
H 2.218 -1.084 4.409
S -0.298 -3.678 -3.135
C -1.211 -4.351 -1.857
C -1.155 -3.597 -0.723
C -0.351 -2.426 -0.859
C 0.173 -2.361 -2.136
C 1.145 -1.351 -2.503
C 1.823 -1.278 -3.715
C 2.816 -0.330 -3.873
C 3.123 0.526 -2.818
C 2.386 0.425 -1.658
N 1.402 -0.475 -1.506
H -1.757 -5.269 -2.016
H -1.680 -3.878 0.180
H 1.586 -1.969 -4.513
H 3.361 -0.265 -4.805
H 3.912 1.260 -2.896
H 2.568 1.076 -0.814
C -1.888 0.404 -3.251
C -2.509 0.968 -1.972
C -3.528 -0.019 -1.406
P -1.229 1.456 -0.738
C -0.128 2.628 -1.663
C -0.854 3.677 -2.511
C 0.875 3.326 -0.741
C -2.063 2.503 0.550
C -2.419 1.755 1.833
C -3.290 3.259 0.031
H -2.678 0.244 -3.986
H -1.427 -0.565 -3.058
H -1.147 1.061 -3.705
H -3.027 1.899 -2.217
H -3.077 -1.001 -1.257
H -4.346 -0.134 -2.119
H -3.958 0.305 -0.458
H 0.422 1.968 -2.339
H -1.366 4.405 -1.882
H -1.576 3.250 -3.204
H -0.119 4.227 -3.100
H 0.394 4.127 -0.178
H 1.658 3.791 -1.342
H 1.338 2.655 -0.020
H -1.287 3.232 0.799
H -3.215 1.028 1.661
H -2.788 2.465 2.576
H -1.564 1.234 2.269
H -4.112 2.576 -0.187
H -3.085 3.837 -0.867
H -3.636 3.952 0.799
C 3.009 -3.565 -0.781
Sb 2.285 -2.424 0.852
C 4.080 -1.427 1.400
C 2.100 -3.940 2.324
H 3.840 -4.182 -0.440
H 3.365 -2.910 -1.576
H 2.221 -4.209 -1.171
H 4.900 -2.142 1.454
H 3.967 -0.939 2.366
H 4.323 -0.674 0.651
H 2.293 -3.530 3.313
H 2.827 -4.726 2.124
H 1.099 -4.368 2.302
C -3.311 -2.116 2.525
O -2.909 -1.538 1.245
C -1.676 -1.214 1.100
O -0.787 -1.366 1.972
H -3.252 -1.352 3.296
H -2.664 -2.956 2.766
H -4.334 -2.439 2.379
*
```

* energy relative to the best compared isomer or geometry (same formula, charge and spin): 0.00 kJ/mol
* E_LUMO: -6.094 eV
* HOMO: -13.50 eV

Which charges does Löwdin predict for the atoms? In e, they are:
1. Ti 0.777
2. C 0.009
3. O 0.010
4. C -0.529
5. O -0.103
6. N 0.057
7. N 0.070
8. H 0.111
9. H 0.111
10. H 0.107
11. H 0.149
12. H 0.100
13. H 0.113
14. S 1.103
15. C -0.359
16. C -0.178
17. C -0.319
18. C -0.572
19. C -0.319
20. C 0.009
21. C -0.007
22. C -0.020
23. C -0.130
24. N -0.026
25. H 0.085
26. H 0.109
27. H 0.120
28. H 0.129
29. H 0.123
30. H 0.109
31. C -0.082
32. C -0.521
33. C -0.087
34. P 1.101
35. C -0.524
36. C -0.083
37. C -0.108
38. C -0.495
39. C -0.097
40. C -0.082
41. H 0.100
42. H 0.057
43. H 0.072
44. H 0.100
45. H 0.069
46. H 0.100
47. H 0.065
48. H 0.079
49. H 0.076
50. H 0.073
51. H 0.096
52. H 0.083
53. H 0.096
54. H 0.036
55. H 0.095
56. H 0.074
57. H 0.096
58. H 0.054
59. H 0.082
60. H 0.065
61. H 0.095
62. C -0.258
63. Sb 1.442
64. C -0.274
65. C -0.270
66. H 0.027
67. H 0.015
68. H 0.016
69. H 0.024
70. H -0.004
71. H 0.008
72. H 0.000
73. H 0.022
74. H 0.013
75. C 0.032
76. O -0.042
77. C -0.505
78. O -0.081
79. H 0.104
80. H 0.102
81. H 0.109